(1)
This record from the OMol25 dataset describes 2 unconnected molecules or ions with the total composition CH7NO2P in a non-equilibrium geometry. The level of theory is ωB97M-V with the def2-TZVPD basis set.

Results
- net charge = +1
- multiplicity = 3
- molar mass (g mol⁻¹) = 96.05
- HOMO-LUMO gap (alpha / beta) (eV) = 6.63 / 7.21
- HOMO (alpha / beta) (eV) = -10.217 / -15.965
- <S²> = 2.007

Each line ends with the Löwdin charge.
Cartesian coordinates (Å):
C 0.174 -2.291 -0.148  -0.407
N 0.969 -1.630 0.648  0.262
O -0.873 -1.905 -0.687  0.147
O -0.233 0.492 -0.304  -0.518
P -0.712 1.897 -0.065  0.837
H 0.562 -3.355 -0.469  0.177
H 0.757 -0.835 1.178  0.104
H 0.056 2.447 0.985  0.008
H 1.770 -2.227 1.117  0.228
H -0.923 -0.790 -0.542  0.136
H -2.058 2.038 0.213  0.000
H -0.290 2.539 -1.266  0.026

=====

(2)
This record from the OMol25 dataset describes 2 unconnected molecules or ions with the total composition CH7NOS in a non-equilibrium geometry. The level of theory is ωB97M-V with the def2-TZVPD basis set.

Results
- net charge = +1
- relative energy (zero: lowest compared OMol25 entry of this formula, charge and spin) (kJ/mol) = 77.5
- multiplicity = 2
- molar mass (g mol⁻¹) = 81.14
- HOMO-LUMO gap (alpha / beta) (eV) = 8.66 / 2.68
- HOMO (alpha / beta) (eV) = -12.424 / -12.379
- <S²> = 0.758

Each line ends with the Löwdin charge.
Cartesian coordinates (Å):
S -2.837 -1.005 -0.917  0.464
H -1.530 -1.353 -1.116  -0.242
H -2.973 -0.147 -1.964  -0.202
N 2.549 1.214 1.561  0.320
C 2.109 0.236 0.678  -0.216
O 1.046 0.672 -0.154  0.029
H 3.479 1.566 1.343  0.169
H 1.937 1.838 2.074  0.170
H 2.947 -0.191 0.136  0.159
H 1.478 -0.551 1.196  0.217
H 0.984 0.180 -0.989  0.133

=====

(3)
This record from the OMol25 dataset describes 2 unconnected molecules or ions with the total composition CH7NOS2 in a non-equilibrium geometry. The level of theory is ωB97M-V with the def2-TZVPD basis set.

Results
- relative energy (zero: lowest compared OMol25 entry of this formula, charge and spin) (kJ/mol) = 99.2
- molar mass (g mol⁻¹) = 113.21
- HOMO-LUMO gap (eV) = 9.18
- HOMO (eV) = -9.311
- SMILES string = NCO.SS

Each line ends with the Löwdin charge.
Cartesian coordinates (Å):
N -1.221 -0.921 -0.650  -0.017
C -1.040 0.057 0.419  -0.365
O -1.916 1.183 0.321  -0.080
H -1.273 -0.637 -1.680  0.105
H -2.067 -1.455 -0.479  0.060
H -0.099 0.391 0.530  0.022
H -1.351 -0.625 1.157  0.097
H -1.498 2.034 0.632  0.104
S 3.532 0.539 -0.220  0.256
S 2.043 -1.104 -0.319  0.285
H 2.834 1.523 -0.736  -0.256
H 2.056 -0.986 1.024  -0.211

=====

(4)
This record from the OMol25 dataset describes 2 unconnected molecules or ions with the total composition CH7NS2 in a non-equilibrium geometry. The level of theory is ωB97M-V with the def2-TZVPD basis set.

Results
- relative energy (zero: lowest compared OMol25 entry of this formula, charge and spin) (kJ/mol) = 87.6
- molar mass (g mol⁻¹) = 97.21
- HOMO-LUMO gap (eV) = 9.03
- HOMO (eV) = -8.624
- SMILES string = CN.SS

Each line ends with the Löwdin charge.
Cartesian coordinates (Å):
C -0.203 -0.067 -1.712  -0.185
N -0.171 -1.558 -1.683  -0.078
H -1.063 0.270 -2.301  0.061
H -0.400 0.397 -0.748  0.057
H 0.747 0.241 -2.128  0.061
H -1.022 -1.841 -1.192  0.051
H -0.370 -1.860 -2.618  0.037
S 1.414 1.688 3.035  0.218
S -0.306 0.677 3.467  0.217
H 0.953 2.404 2.015  -0.218
H 0.421 -0.351 3.865  -0.221

=====

(5)
This record from the OMol25 dataset describes 2 unconnected molecules or ions with the total composition CH7NS2 in a non-equilibrium geometry. The level of theory is ωB97M-V with the def2-TZVPD basis set.

Results
- relative energy (zero: lowest compared OMol25 entry of this formula, charge and spin) (kJ/mol) = 68.1
- molar mass (g mol⁻¹) = 97.21
- HOMO-LUMO gap (eV) = 9.83
- HOMO (eV) = -9.725
- SMILES string = CN.SS

Each line ends with the Löwdin charge.
Cartesian coordinates (Å):
C -2.360 0.517 0.986  -0.174
N -3.019 0.004 -0.281  -0.072
H -1.653 -0.219 1.356  0.044
H -3.139 0.709 1.723  0.063
H -1.969 1.490 0.700  0.063
H -3.370 -0.921 -0.067  0.043
H -2.201 -0.200 -0.860  0.022
S 1.810 -0.172 0.766  0.251
S 1.083 -0.048 -1.198  0.216
H 0.728 -0.841 1.144  -0.248
H 0.214 0.991 -1.113  -0.207

=====

(6)
This record from the OMol25 dataset describes 3 unconnected molecules or ions with the total composition CH7O2S in a non-equilibrium geometry. The level of theory is ωB97M-V with the def2-TZVPD basis set.

Results
- net charge = -1
- relative energy (zero: lowest compared OMol25 entry of this formula, charge and spin) (kJ/mol) = 101.4
- molar mass (g mol⁻¹) = 83.13
- HOMO-LUMO gap (eV) = 5.45
- HOMO (eV) = -2.231

Each line ends with the Löwdin charge.
Cartesian coordinates (Å):
C 1.554 0.517 -0.966  -0.675
S 0.721 0.577 -2.650  -0.091
H 2.108 1.451 -0.949  -0.040
H 0.609 0.530 -0.378  -0.035
H 2.096 -0.424 -0.918  -0.028
H -0.622 -1.634 -1.401  -0.028
H -0.165 -3.093 -1.578  0.016
O -0.607 -2.505 -0.960  -0.118
H -1.508 0.829 3.387  0.033
H -2.528 1.971 3.017  0.036
O -1.658 1.780 3.397  -0.069

=====

Q: The lowest molar mass belongs to which entry?
A: CH7NOS

=====

Q: Among the records above, which one has the highest molar mass?
A: CH7NOS2

=====

Q: The lowest molar mass belongs to which entry?
A: CH7NOS